1.
C10H24CeClO2P2 as an isolated structure at a distorted geometry. Source: OMol25; level of theory: ωB97M-V/def2-TZVPD.

Geometry as XYZ:
```
40
Properties=species:S:1:pos:R:3:forces:R:3
C 0.2104 -0.0176 -3.2439 -2.097 -0.683 -0.148
C 0.9487 0.2349 -2.0075 8.118 1.761 -1.593
H 0.9135 -0.1930 -4.0739 0.366 -0.065 0.449
H -0.3742 0.8882 -3.4971 -0.078 -0.293 0.249
H -0.4711 -0.8954 -3.0986 0.302 0.783 -0.328
O 2.0846 0.4982 -1.7372 -6.205 -1.378 0.101
Cl -2.9161 0.0875 -1.1971 1.376 -0.118 0.558
Ce -0.7075 -0.0343 0.0792 -2.938 -0.016 2.099
P -0.1506 2.5971 0.1849 -0.173 2.638 -0.126
C 1.3266 3.4297 0.7886 0.679 -0.206 0.191
C -0.6151 3.3858 -1.4002 -0.072 -0.313 -0.521
H -0.8119 4.4612 -1.2869 0.124 -0.253 0.165
H -1.7886 4.1355 1.1895 0.197 -0.236 -0.131
H -1.5304 2.9209 -1.8074 0.265 0.181 0.187
H -2.4427 2.4834 1.0717 0.207 0.284 0.047
H 2.1783 3.1602 0.1429 -0.189 0.164 0.242
H 0.1932 3.2656 -2.1389 -0.169 0.117 0.210
C -1.5359 3.0721 1.3066 -0.161 -0.684 0.239
H 1.2343 4.5248 0.8036 -0.197 -0.286 -0.095
H -1.2735 2.8781 2.3580 -0.023 0.148 -0.360
H 1.5410 3.0874 1.8133 -0.010 0.131 -0.291
P -0.0004 -2.6271 -0.0396 0.213 -2.708 -0.251
C 1.4938 -3.3580 0.6550 0.652 0.203 0.208
C -1.4047 -3.2507 0.9823 -0.192 0.633 0.222
H -1.2343 -3.0529 -2.1013 0.215 -0.116 0.192
H -0.3290 -4.4959 -1.6243 0.080 0.213 0.256
H 0.5249 -3.1291 -2.3701 -0.138 -0.149 0.228
C -0.2801 -3.4002 -1.6691 -0.092 0.367 -0.650
H -2.2999 -2.6163 0.8361 0.139 -0.321 0.040
H -1.6731 -4.2776 0.6978 0.173 0.255 -0.092
H 1.4813 -4.4578 0.6240 -0.180 0.310 -0.049
H 1.5972 -3.0353 1.7049 0.030 -0.162 -0.350
H -1.1492 -3.2320 2.0521 -0.010 -0.029 -0.354
H 2.3712 -3.0042 0.0867 -0.247 -0.192 0.244
C 1.9227 0.0042 1.1541 3.123 -0.068 0.890
O 3.0201 -0.0066 1.4641 -3.112 0.049 -0.779
C -1.1380 -0.1462 2.3898 -0.568 0.006 0.511
H -0.8322 -1.0638 2.9221 0.097 0.052 -0.588
H -2.2531 -0.1146 2.3781 0.427 0.008 -0.203
H -0.7749 0.6923 3.0121 0.068 -0.026 -0.620
```
Positions in Å, forces in eV/Å.

As for the net charge: +3. Its molar mass is 413.8 g/mol. The HOMO energy (spin up / spin down) comes out at -20.1 / -20.1 eV. As for the multiplicity: 1. The HOMO-LUMO gap (spin up / spin down) comes out at 5.109 / 5.093 eV.

---

2.
CH4OP2 as an isolated structure at a distorted geometry. Source: OMol25; level of theory: ωB97M-V/def2-TZVPD.

Geometry as XYZ:
```
8
Properties=species:S:1:pos:R:3:forces:R:3
C -0.9370 -0.5546 0.5917 0.613 0.154 2.485
O -2.8622 0.8932 -0.2203 -0.693 0.935 -0.218
P -2.5462 -0.5392 -0.2248 0.273 -1.014 0.052
P -0.1178 1.2330 0.1160 0.989 -2.954 -1.136
H -1.5067 -0.7395 1.8589 1.984 0.732 -3.491
H -0.1455 -1.3509 0.4426 -1.322 0.600 0.216
H -0.7190 1.8205 1.1133 -1.084 1.638 2.167
H 1.1735 1.0845 0.7695 -0.760 -0.092 -0.075
```
Positions in Å, forces in eV/Å.

Its molar mass is 94.0 g/mol. The HOMO energy comes out at -9.5 eV. As for the multiplicity: 1. As for the relative energy (zero: lowest compared OMol25 entry of this formula, charge and spin): 1.4227 eV. The HOMO-LUMO gap comes out at 9.031 eV.

---

3.
One molecule with the formula C4H10N2O at a distorted geometry. Source: OMol25; level of theory: ωB97M-V/def2-TZVPD.

Geometry as XYZ:
```
17
Properties=species:S:1:pos:R:3:forces:R:3
C -1.5983 -0.1234 -1.1916 0.114 -0.080 0.102
C -0.5686 -1.0790 -0.5949 0.092 -0.010 -0.158
C 0.8430 -0.4708 -0.5056 -0.689 -0.347 0.216
C 0.9356 0.6539 0.4845 -1.002 0.525 1.475
O 0.9654 1.8724 -0.0899 0.400 0.339 -0.105
N 0.0774 0.9055 2.0731 -0.002 -0.797 -2.134
N 1.4589 0.4863 1.7313 1.144 0.205 0.603
H -1.3330 0.1371 -2.2165 -0.008 -0.009 -0.043
H -1.6474 0.8036 -0.6208 -0.041 0.006 0.045
H -2.5874 -0.5837 -1.1979 0.017 0.059 -0.019
H -0.5052 -1.9840 -1.2051 -0.041 0.009 0.037
H -0.8859 -1.3963 0.4033 0.024 -0.028 -0.063
H 1.1501 -0.1051 -1.4862 -0.049 0.155 0.065
H 1.5517 -1.2521 -0.2121 -0.029 0.110 0.035
H 0.9537 2.5183 0.6367 0.048 -0.122 -0.195
H -0.5334 0.0811 2.0096 0.263 -0.084 0.223
H 1.7234 -0.4636 1.9821 -0.242 0.068 -0.083
```
Positions in Å, forces in eV/Å.

Its structure (SMILES) is CCCC1(O)NN1. Its molar mass is 102.1 g/mol. The HOMO energy comes out at -8.5 eV. As for the multiplicity: 1. As for the relative energy (zero: lowest compared OMol25 entry of this formula, charge and spin): 3.9621 eV. The HOMO-LUMO gap comes out at 9.393 eV.

---

4.
C19H9N5O5RuSe as an isolated structure at a distorted geometry. Source: OMol25; level of theory: ωB97M-V/def2-TZVPD.

Geometry as XYZ:
```
40
Properties=species:S:1:pos:R:3:forces:R:3
Ru 0.0527 -0.0390 0.0000 2.081 -1.647 0.000
O -4.8620 3.6033 0.0001 -0.044 -0.050 0.000
C -3.8269 2.7667 0.0000 -0.149 0.010 0.000
C -3.9541 1.3766 0.0001 -0.184 0.009 0.000
C -2.8149 0.6182 0.0000 0.221 0.228 0.000
N -1.5895 1.1482 0.0000 -0.850 0.599 0.000
C -1.4728 2.4822 0.0000 -0.118 -0.286 0.000
C -2.5481 3.3242 0.0000 0.014 0.195 0.000
C -0.0489 2.8914 0.0000 0.151 -0.059 0.000
O 0.3371 4.0219 0.0000 0.185 0.063 0.000
O 0.7175 1.8086 0.0001 -0.659 0.282 0.000
C -2.7616 -0.8624 0.0000 0.079 -0.134 0.000
O -3.7221 -1.5750 0.0000 0.005 -0.189 0.000
O -1.4983 -1.2579 0.0000 -0.434 0.622 0.000
H -5.7081 3.1343 0.0001 0.084 0.027 0.000
H -4.9152 0.8763 0.0001 0.034 -0.016 0.000
H -2.3978 4.3957 0.0000 0.017 -0.029 0.000
Se 6.4985 -4.7075 0.0002 0.121 -0.093 0.000
N 6.2737 -2.9465 0.0001 0.164 -0.029 0.000
C 4.9890 -2.7324 0.0001 -0.265 0.189 0.000
C 4.3905 -1.3995 0.0000 0.251 -0.174 0.000
C 5.1571 -0.2382 0.0000 0.214 -0.019 0.001
C 4.5132 0.9712 -0.0001 -0.047 0.004 0.000
C 3.1231 0.9978 -0.0001 0.209 -0.082 0.000
N 2.3771 -0.1041 -0.0001 -0.577 0.396 0.000
C 3.0082 -1.2920 0.0000 -0.168 -0.065 -0.001
C 2.1596 -2.4658 0.0000 0.011 0.161 0.000
N 0.8337 -2.2390 -0.0001 -0.512 0.471 0.000
C 0.0215 -3.2924 -0.0001 0.125 -0.180 0.000
C 0.4828 -4.6044 -0.0001 -0.019 0.051 0.000
C 1.8332 -4.8370 0.0000 0.084 -0.190 0.000
C 2.6956 -3.7449 0.0000 0.240 -0.181 0.000
C 4.1492 -3.8949 0.0001 -0.272 0.187 0.000
N 4.7556 -5.0477 0.0001 0.082 -0.132 0.000
H 6.2367 -0.3153 0.0000 -0.013 -0.005 0.000
H 5.0563 1.9050 -0.0001 -0.017 -0.002 0.000
H 2.6043 1.9385 -0.0002 -0.012 0.037 0.000
H -1.0346 -3.0953 -0.0002 -0.031 0.001 0.000
H -0.2339 -5.4128 -0.0001 -0.002 0.017 0.000
H 2.2446 -5.8381 0.0000 0.001 0.015 0.000
```
Positions in Å, forces in eV/Å.

As for the net charge: +1. Its molar mass is 567.3 g/mol. The HOMO energy (spin up / spin down) comes out at -12.1 / -12.0 eV. As for the multiplicity: 2. Its expectation value of S² is 0.755. The HOMO-LUMO gap (spin up / spin down) comes out at 7.566 / 7.518 eV.

---

Q: Among the records above, which one has the highest multiplicity?
A: C19H9N5O5RuSe